1) A single C5H7NO molecule, computed with ωB97M-V/def2-TZVPD.

Atoms and positions in Å:
C 1.151 -0.208 1.403
N 0.279 0.498 0.445
C 1.086 1.100 -0.802
C 0.272 0.670 -1.803
C -0.878 -0.148 -1.388
C -0.849 -0.258 -0.059
O -1.606 -0.869 0.889
H 1.550 -1.093 0.911
H 0.582 -0.492 2.290
H 1.972 0.464 1.657
H -0.061 1.353 0.890
H 0.449 0.920 -2.845
H -1.624 -0.597 -2.035
H -2.323 -1.339 0.445

Values from the calculation:
Net charge   0
HOMO   -7.9 eV
Orbital gap   0.3043 hartree
LUMO level   0.4 eV

---

2) A single C5H7NO molecule, computed with ωB97M-V/def2-TZVPD.

Atoms and positions in Å:
C -0.875 -1.579 -0.852
C -0.772 -0.381 -0.279
O -1.869 0.232 0.245
C 0.449 0.518 -0.237
C 0.684 1.274 1.078
C 1.643 -0.239 -0.637
N 2.585 -0.834 -0.944
H -1.871 -1.942 -1.096
H -0.030 -2.193 -1.123
H -2.508 -0.487 0.349
H 0.279 1.270 -1.022
H 0.890 0.587 1.902
H 1.538 1.951 0.969
H -0.201 1.865 1.323

Values from the calculation:
Net charge   0
HOMO   -9.4 eV
Orbital gap   0.3716 hartree
LUMO level   0.7 eV

---

3) A single C5H7NO molecule, computed with ωB97M-V/def2-TZVPD.

Atoms and positions in Å:
C -1.858 0.302 0.825
C -0.518 -0.366 0.656
O -0.139 -1.279 1.348
C 0.393 0.180 -0.472
C 1.870 0.107 -0.072
C 0.119 -0.615 -1.678
N -0.107 -1.257 -2.614
H -2.453 -0.245 1.557
H -2.390 0.357 -0.130
H -1.706 1.330 1.175
H 0.105 1.215 -0.699
H 2.102 -0.898 0.286
H 2.518 0.352 -0.918
H 2.066 0.817 0.736

Values from the calculation:
Net charge   0
HOMO   -10.3 eV
Orbital gap   0.4038 hartree
LUMO level   0.7 eV

---

The computed energies, referenced to the most stable structure and given in hartree, are 1) 0.1250; 2) 0.0231; 3) 0.0000.

---

1) A single C5H7NO molecule, computed with ωB97M-V/def2-TZVPD.

Atoms and positions in Å:
C 1.242 -1.358 -0.606
C 0.331 -0.210 -0.296
N 0.486 1.107 -0.904
C 0.279 1.088 0.515
C -1.224 0.912 0.849
C -1.068 -0.458 0.188
O -1.681 -1.485 0.322
H 1.289 -2.062 0.229
H 2.248 -1.043 -0.887
H 0.804 -1.901 -1.452
H -0.314 1.448 -1.432
H 1.022 1.536 1.168
H -1.924 1.616 0.381
H -1.484 0.788 1.906

Values from the calculation:
Net charge   0
HOMO   -9.4 eV
Orbital gap   0.3794 hartree
LUMO level   1.0 eV

---

2) 3 unconnected molecules or ions with the total composition C5H7NO, computed with ωB97M-V/def2-TZVPD.

Atoms and positions in Å:
C -0.699 -1.055 -0.135
C -0.544 0.350 -0.765
O -0.930 1.406 0.096
C 0.331 1.450 0.880
C 0.220 0.286 1.755
N 0.408 -0.587 0.772
C 0.896 0.353 -0.236
H -1.613 -1.347 0.383
H -0.294 -1.807 -0.811
H -0.774 0.529 -1.818
H 0.495 2.472 1.238
H 1.194 -1.499 -2.507
H -0.114 0.089 2.769
H 1.423 -0.640 -1.624

Values from the calculation:
Net charge   0
HOMO (alpha / beta)   -7.9 / -7.9 eV
Orbital gap (alpha / beta)   0.2598 / 0.2596 hartree
LUMO level (alpha / beta)   -0.9 / -0.9 eV

---

3) A single C5H7NO molecule, computed with ωB97M-V/def2-TZVPD.

Atoms and positions in Å:
C 0.619 -2.229 -0.386
C 0.499 -0.875 -0.546
C 1.330 0.201 -0.851
O 0.770 1.420 -0.273
C -0.362 1.170 0.250
N -1.118 2.187 0.683
C -0.706 -0.270 0.184
H -0.408 -0.901 1.034
H 1.563 -2.740 -0.483
H -0.289 -2.829 -0.425
H 2.392 0.280 -1.002
H -0.713 3.112 0.709
H -1.928 2.007 1.254
H -1.737 -0.490 -0.105

Values from the calculation:
Net charge   0
HOMO   -5.7 eV
Orbital gap   0.2199 hartree
LUMO level   0.3 eV

---

The computed energies, referenced to the most stable structure and given in hartree, are 1) 0.0000; 2) 0.2849; 3) 0.0750.

---

1) A single C4H6OS3 molecule, computed with ωB97M-V/def2-TZVPD.

Atoms and positions in Å:
O 0.108 1.090 1.444
C -0.080 0.520 0.118
C 1.175 0.968 -0.579
S 1.533 0.263 -2.339
C -0.333 -0.987 0.179
S 0.594 -2.183 -0.267
C -1.791 -1.103 0.575
S -2.671 -0.090 1.652
H -0.777 1.042 1.742
H -0.965 1.059 -0.411
H 2.114 0.584 0.191
H 1.262 2.091 -0.418
H 1.923 -1.115 -2.083
H -2.092 -2.140 0.196

Values from the calculation:
Net charge   0
HOMO   -9.1 eV
Orbital gap   0.2450 hartree
LUMO level   -2.4 eV

---

2) A single C4H6OS3 molecule, computed with ωB97M-V/def2-TZVPD.

Atoms and positions in Å:
C 2.349 0.681 0.250
C 1.230 -0.239 0.078
O -0.003 0.328 0.199
C -1.023 -0.420 -0.253
S -0.972 -2.031 -0.595
C -2.308 0.305 -0.223
S -2.517 1.927 -0.516
S -3.664 -0.622 0.494
H 3.324 0.492 -0.085
H 2.061 1.640 -0.457
H 2.376 1.418 1.126
H 1.076 -0.768 -0.968
H 1.158 -0.943 0.784
H -3.088 -1.767 0.164

Values from the calculation:
Net charge   0
HOMO   -9.0 eV
Orbital gap   0.2722 hartree
LUMO level   -1.6 eV

---

The computed energies, referenced to the most stable structure and given in hartree, are 1) 0.0259; 2) 0.0000.

---

1) 3 unconnected molecules or ions with the total composition C3H10O3, computed with ωB97M-V/def2-TZVPD.

Atoms and positions in Å:
C 1.513 1.132 -1.398
C 0.065 0.803 -1.589
C -0.627 -0.269 -1.169
O -1.937 -0.071 -0.692
H 1.729 2.154 -1.730
H 2.115 0.566 -2.118
H 1.859 1.049 -0.373
H -0.602 1.533 -2.059
H -0.570 -1.335 -1.352
H -1.883 0.808 -0.298
O -1.401 -1.477 1.785
H -1.252 -2.410 1.599
H -1.551 -1.108 0.900
O 1.084 -0.621 2.551
H 1.303 0.070 3.188
H 0.153 -0.824 2.757

Values from the calculation:
Net charge   0
HOMO   -8.6 eV
Orbital gap   0.3497 hartree
LUMO level   0.9 eV

---

2) 3 unconnected molecules or ions with the total composition C3H10O3, computed with ωB97M-V/def2-TZVPD.

Atoms and positions in Å:
C 0.844 -0.993 0.739
C -0.248 -1.678 -0.024
C -1.556 -0.830 0.025
O -1.804 0.266 -0.473
H 0.376 -0.776 1.774
H 1.735 -1.588 0.918
H 1.165 -0.051 0.326
H -0.489 -2.718 0.446
H -0.094 -1.882 -1.125
H -2.402 -1.229 0.741
O 0.817 0.398 -2.196
H 0.407 0.851 -1.437
H 1.668 0.759 -2.423
O -0.301 2.908 0.657
H 0.581 2.871 1.108
H -0.700 3.693 0.945

Values from the calculation:
Net charge   0
HOMO   -9.6 eV
Orbital gap   0.3743 hartree
LUMO level   0.6 eV

---

3) 2 unconnected molecules or ions with the total composition C3H10O3, computed with ωB97M-V/def2-TZVPD.

Atoms and positions in Å:
O 1.863 3.443 2.199
C 2.586 3.016 1.051
C 2.575 1.503 0.864
C 3.368 0.764 1.931
O 2.861 0.980 3.259
H 2.192 2.897 2.944
H 2.103 3.509 0.186
H 3.635 3.368 1.096
H 1.527 1.145 0.856
H 3.020 1.261 -0.120
H 3.410 -0.320 1.711
H 4.408 1.142 1.960
H 1.992 0.531 3.319
O -0.305 1.212 2.849
H -1.159 1.440 3.281
H 0.084 2.080 2.596

Values from the calculation:
Net charge   0
HOMO   -10.3 eV
Orbital gap   0.4075 hartree
LUMO level   0.8 eV

---

The computed energies, referenced to the most stable structure and given in hartree, are 1) 0.0632; 2) 0.0334; 3) 0.0000.

---

1) A single C2H3N3O2 molecule, computed with ωB97M-V/def2-TZVPD.

Atoms and positions in Å:
N 1.575 -0.150 0.922
C 0.412 0.220 0.297
N 0.063 1.453 0.129
O -1.200 1.388 -0.501
C -1.557 0.103 -0.748
O -2.555 -0.253 -1.313
N -0.527 -0.657 -0.177
H 1.974 -1.046 0.686
H 2.254 0.600 0.926
H -0.437 -1.659 -0.222

Values from the calculation:
Net charge   0
HOMO   -9.3 eV
Orbital gap   0.3569 hartree
LUMO level   0.4 eV

---

2) A single C2H3N3O2 molecule, computed with ωB97M-V/def2-TZVPD.

Atoms and positions in Å:
O -1.963 -1.106 -2.335
C -0.969 -0.920 -1.744
N 0.267 -1.446 -1.356
N -0.277 -0.081 -0.847
C 0.017 0.573 0.296
N 1.000 0.575 1.125
O 0.661 1.437 2.201
H 0.445 -1.935 -0.482
H -0.695 1.452 0.486
H 1.516 1.450 2.656

Values from the calculation:
Net charge   0
HOMO   -9.1 eV
Orbital gap   0.3529 hartree
LUMO level   0.6 eV

---

3) A single C2H3N3O2 molecule, computed with ωB97M-V/def2-TZVPD.

Atoms and positions in Å:
N 1.436 -0.705 -0.028
N 0.106 -0.165 -0.082
C -1.048 -0.881 -0.021
N -2.068 -0.111 -0.003
O -1.551 1.200 -0.044
C -0.212 1.191 -0.030
O 0.587 2.085 0.011
H 1.837 -0.333 0.861
H 1.954 -0.300 -0.797
H -1.041 -1.981 0.135

Values from the calculation:
Net charge   0
HOMO   -10.0 eV
Orbital gap   0.3922 hartree
LUMO level   0.7 eV

---

4) A molecular structure, C2H3N3O2, computed with ωB97M-V/def2-TZVPD.

Atoms and positions in Å:
C -0.251 -0.102 0.676
C -0.206 0.317 -1.385
H 0.792 0.082 2.351
H -0.205 -1.548 2.307
H 1.095 1.574 -2.279
N -0.140 -0.293 2.011
N -1.038 -0.989 0.132
N -0.963 -0.544 -1.255
O 0.501 0.705 -2.432
O 0.414 0.796 -0.126

Values from the calculation:
Net charge   0
HOMO   -9.1 eV
Orbital gap   0.3424 hartree
LUMO level   0.2 eV

---

The computed energies, referenced to the most stable structure and given in hartree, are 1) 0.0000; 2) 0.1781; 3) 0.0500; 4) 0.1091.

---

1) A single C2H3N3O2 molecule, computed with ωB97M-V/def2-TZVPD.

Atoms and positions in Å:
C 0.244 -1.796 -0.415
N -0.836 -0.859 -0.267
C -0.910 0.100 0.445
N -1.147 1.092 1.126
O -0.589 2.283 0.774
N 0.624 2.131 0.045
O 1.046 3.173 -0.319
H 0.247 -2.144 -1.446
H 1.209 -1.332 -0.197
H 0.112 -2.647 0.254

Values from the calculation:
Net charge   0
HOMO   -9.8 eV
Orbital gap   0.3470 hartree
LUMO level   -0.3 eV

---

2) 2 unconnected molecules or ions with the total composition C2H3N3O2, computed with ωB97M-V/def2-TZVPD.

Atoms and positions in Å:
C -2.268 -0.412 0.056
C -0.329 0.857 0.213
N -3.284 -0.941 0.021
N 1.885 0.152 -0.255
N 0.574 -0.071 0.107
O -0.440 2.030 0.244
O 0.238 -1.418 0.190
H 1.989 0.499 -1.202
H 2.396 0.714 0.416
H -0.761 -1.410 0.209

Values from the calculation:
Net charge   0
HOMO   -11.0 eV
Orbital gap   0.3604 hartree
LUMO level   -1.2 eV

---

The computed energies, referenced to the most stable structure and given in hartree, are 1) 0.0056; 2) 0.0000.